No. 1
{"formula": "CH3O4P2", "method": "ωB97M-V/def2-TZVPD", "homo_energy_ev": -3.521, "energy_ev": -27853.603, "orbital_gap_ev": 7.27, "fmax_ev_per_a": 4.1, "molar_mass_g_mol": 140.98, "e_above_lowest_ev": 5.0501, "total_charge": -1, "symbols": ["C", "O", "O", "O", "O", "P", "P", "H", "H", "H"], "positions_angstrom": [[1.7961, -1.2511, 0.0118], [2.8510, -1.7456, 0.1076], [0.5958, -1.4076, 0.6367], [0.8945, 2.7636, -0.4307], [-2.6454, -0.5823, -0.2242], [0.7969, 1.7391, 0.5973], [0.5611, -0.2339, -0.6215], [-2.4456, 0.3233, -0.3792], [-1.7815, -1.0841, -0.4765], [-0.6227, 1.4786, 0.7787]], "forces_ev_per_a": [[-1.303, 0.622, -0.211], [1.809, -1.155, 0.571], [0.391, -1.462, 1.264], [0.409, 2.980, -2.717], [1.593, -2.715, -0.430], [0.008, -2.642, 2.322], [-0.713, 1.860, -1.493], [0.493, 1.205, -0.179], [-2.260, 1.459, 0.616], [-0.426, -0.153, 0.257]], "mulliken_charge": [0.664, -0.511, -0.293, -0.587, -0.671, 0.101, -0.262, 0.319, 0.321, -0.080]}

***

No. 2
{"formula": "C5H8N2", "method": "ωB97M-V/def2-TZVPD", "homo_energy_ev": -9.820, "smiles": "C[C@H]1CN1CC#N", "energy_ev": -8293.330, "orbital_gap_ev": 10.75, "fmax_ev_per_a": 1.1, "molar_mass_g_mol": 96.13, "e_above_lowest_ev": 1.6662, "total_charge": 0, "symbols": ["C", "C", "C", "N", "C", "C", "N", "H", "H", "H", "H", "H", "H", "H", "H"], "positions_angstrom": [[-1.7477, -1.0011, 0.2864], [-0.6896, -0.0965, -0.2917], [-0.5933, 1.3332, 0.0836], [0.3451, 0.3586, 0.6279], [1.6969, 0.4492, 0.0938], [2.2037, -0.8693, -0.3174], [2.5743, -1.8969, -0.6957], [-2.0490, -0.6435, 1.2761], [-1.3701, -2.0229, 0.3919], [-2.6333, -1.0235, -0.3577], [-0.3554, -0.3489, -1.3006], [-0.2147, 2.0285, -0.6660], [-1.2943, 1.7630, 0.7949], [1.7700, 1.1066, -0.7881], [2.3575, 0.8633, 0.8626]], "forces_ev_per_a": [[-0.019, 0.008, 0.024], [-0.079, -0.141, -0.132], [-0.146, 0.267, -0.038], [0.120, -0.045, 0.064], [0.117, 0.063, -0.070], [0.275, -0.900, -0.315], [-0.333, 0.963, 0.408], [0.068, -0.054, -0.142], [-0.036, 0.128, -0.033], [0.132, 0.007, 0.073], [-0.033, 0.066, 0.151], [-0.051, -0.093, 0.134], [0.095, -0.089, -0.089], [-0.039, -0.108, 0.078], [-0.071, -0.072, -0.112]], "mulliken_charge": [-1.376, 0.429, -0.568, -0.357, -0.393, 0.246, -0.410, 0.322, 0.290, 0.334, 0.428, 0.254, 0.243, 0.219, 0.339]}

***

No. 3
{"formula": "C7H22AlB2N2O2P", "method": "ωB97M-V/def2-TZVPD", "homo_energy_ev": -14.436, "energy_ev": -31912.654, "orbital_gap_ev": 5.68, "fmax_ev_per_a": 1.9, "molar_mass_g_mol": 245.85, "total_charge": 2, "symbols": ["C", "C", "C", "C", "N", "B", "B", "O", "N", "C", "C", "P", "C", "O", "H", "H", "H", "H", "H", "H", "H", "H", "H", "H", "H", "H", "H", "H", "H", "H", "H", "H", "H", "H", "H", "H", "Al"], "positions_angstrom": [[-0.2422, 2.9395, 1.6883], [-1.2128, 2.9918, 0.4875], [-2.1140, 1.7548, 0.3891], [-1.5665, 0.6536, -0.5208], [-0.3580, 0.0638, 0.0488], [0.0304, -1.2784, -0.1644], [1.6587, -1.6851, -0.9588], [2.1310, -2.9364, -0.9254], [2.2205, -0.6034, -1.7044], [1.3451, 0.1870, -2.5682], [3.1250, 0.2342, -0.9050], [0.2005, -2.4262, 1.6587], [-1.5121, -2.9421, 1.7905], [0.9393, -3.8310, 1.4249], [0.7939, 3.0444, 1.3718], [-0.4657, 3.7230, 2.4067], [-0.3211, 1.9910, 2.2207], [-1.8450, 3.8682, 0.6113], [-0.6526, 3.1112, -0.4418], [-2.3630, 1.3640, 1.3781], [-3.0885, 2.1116, -0.0467], [-1.3553, 1.1062, -1.4954], [-2.3010, -0.1428, -0.6713], [0.4004, 0.7386, -0.0209], [-0.8625, -1.8410, -0.7642], [2.6602, -3.2369, -0.1705], [1.8827, 0.4603, -3.4757], [1.0183, 1.1162, -2.0846], [0.4622, -0.3819, -2.8565], [2.6270, 0.7319, -0.0637], [3.9554, -0.3606, -0.5276], [3.5510, 0.9960, -1.5549], [-1.9873, -2.9228, 0.8033], [-2.0441, -2.2371, 2.4300], [-1.5672, -3.9678, 2.1535], [1.6686, -4.0128, 2.0426], [-4.8116, 1.6186, -0.9849]], "forces_ev_per_a": [[-0.039, -0.246, -0.093], [0.064, -0.079, 0.503], [-0.041, 0.179, -0.246], [-0.237, 0.167, 0.360], [0.652, 0.243, -1.244], [-1.674, 0.427, -0.899], [1.059, -1.101, 0.252], [0.512, 0.512, 0.339], [-1.115, 0.489, 0.242], [0.072, 0.019, -0.147], [0.401, -0.215, -0.197], [1.040, 0.280, 1.267], [-0.226, -0.082, -0.998], [-0.036, -0.271, 0.118], [0.028, 0.116, 0.044], [0.086, 0.060, -0.002], [0.019, -0.032, 0.024], [0.023, 0.107, -0.181], [-0.140, 0.080, -0.094], [-0.041, -0.001, 0.007], [0.595, -0.023, 0.262], [0.066, -0.126, -0.067], [0.080, -0.106, 0.025], [-0.044, 0.132, 1.013], [0.093, -0.238, 0.210], [-0.490, -0.297, -0.331], [0.056, 0.032, 0.015], [-0.003, -0.008, 0.038], [0.020, -0.045, -0.058], [-0.026, 0.049, -0.032], [-0.030, -0.042, 0.100], [-0.026, 0.051, -0.032], [-0.115, -0.069, 0.044], [0.073, -0.022, 0.110], [0.041, 0.043, 0.192], [-0.070, 0.114, -0.249], [-0.628, -0.097, -0.292]], "mulliken_charge": [-1.131, -0.543, 0.163, -0.696, -0.138, 0.564, 0.063, -0.381, 0.008, -1.010, -0.927, 0.305, -0.924, -0.452, 0.277, 0.351, 0.325, 0.413, 0.276, 0.433, -0.354, 0.392, 0.468, -0.037, -0.055, 0.344, 0.384, 0.364, 0.342, 0.297, 0.346, 0.348, 0.276, 0.351, 0.412, 0.392, 0.751]}